# 1
This record from the OMol25 dataset describes a molecular structure, C39H59Cl3GeInN9OP. The level of theory is the ωB97M-V functional and the def2-TZVPD basis.

Structure (XYZ):
```
114
Properties=species:S:1:pos:R:3:lowdin_spin:R:1
In 0.13624 -0.32836 -0.25319 0.000
C -2.53105 -3.68130 -5.86468 0.000
C -2.44773 -4.51380 -4.61546 0.000
C -2.50859 -5.89964 -4.66899 0.000
C -2.42657 -6.67839 -3.52367 0.000
C -2.27121 -6.06305 -2.29398 0.000
C -2.20455 -4.67860 -2.20865 0.000
C -2.30135 -3.91143 -3.36319 0.000
N -2.24549 -2.47627 -3.33458 0.000
C -1.77405 -1.83797 -2.19540 0.000
N -2.69535 -1.81708 -1.20378 0.000
C -2.51818 -1.86816 0.20553 0.001
C -1.38854 -1.34629 0.81940 0.000
C -1.23629 -1.56705 2.19054 0.002
C -2.20371 -2.22359 2.92953 0.003
C -3.35590 -2.67466 2.29457 0.000
C -3.53404 -2.51977 0.92914 0.001
C -4.76414 -3.06177 0.25134 0.000
N -0.57910 -1.30927 -2.11905 0.000
C 0.30505 -1.55795 -3.22842 0.000
C 0.13028 -0.83783 -4.40360 0.000
C 0.95752 -1.04891 -5.49489 0.000
C 1.97295 -1.99087 -5.40144 0.000
C 2.13948 -2.70820 -4.22701 0.000
C 1.31209 -2.51648 -3.12048 0.000
C 1.47818 -3.38032 -1.90107 0.000
H -2.68862 -4.31170 -6.73669 0.000
H -1.60673 -3.11887 -6.03736 0.000
H -3.35574 -2.96635 -5.81785 0.000
H -2.62563 -6.37537 -5.63452 0.000
H -2.47878 -7.75556 -3.59534 0.000
H -2.19618 -6.65457 -1.39141 0.000
H -2.06076 -4.21920 -1.23956 0.000
H -1.86963 -2.09600 -4.19086 0.000
H -3.57874 -2.17554 -1.53471 0.000
H -0.33460 -1.21441 2.67661 0.000
H -2.06944 -2.40006 3.98948 0.000
H -4.11951 -3.19025 2.86371 0.000
H -5.43297 -3.51301 0.98040 0.000
H -4.51754 -3.83363 -0.48309 0.000
H -5.32842 -2.27761 -0.26109 0.000
H -0.68521 -0.12552 -4.46000 0.000
H 0.80199 -0.49369 -6.41070 0.000
H 2.62177 -2.17969 -6.24620 0.000
H 2.91855 -3.45862 -4.16566 0.000
H 2.50644 -3.72854 -1.81446 0.000
H 0.83267 -4.25937 -1.97187 0.000
H 1.22244 -2.87114 -0.97200 0.000
O 0.44173 1.60532 2.33665 0.005
P 0.18326 2.24803 3.63028 0.008
N 0.48172 1.27778 4.91629 0.144
C 1.01255 -0.09354 4.79159 0.014
C 2.04899 -0.13183 5.90710 0.008
C 1.36255 0.63437 7.03909 0.002
C 0.52192 1.71077 6.32998 0.009
N 0.76515 3.71649 3.98704 -0.001
C 0.24410 4.90584 3.24615 0.004
C 1.49697 5.63039 2.76385 0.001
C 2.52357 5.29305 3.83960 0.000
C 2.25144 3.82201 4.12053 0.000
N -1.52500 2.47448 3.79367 0.561
C -2.45921 1.53150 3.18043 0.060
C -3.79992 1.81565 3.85377 0.000
C -3.40332 2.42861 5.19731 0.010
C -2.18994 3.27275 4.81638 0.062
H 1.40229 -0.25239 3.78843 0.000
H 0.21677 -0.81940 4.98909 0.004
H 2.96013 0.37350 5.58278 0.000
H 2.30497 -1.15262 6.18390 0.001
H 2.06934 1.07886 7.73601 0.000
H 0.71541 -0.03363 7.60688 0.000
H 0.96079 2.70598 6.39120 0.002
H -0.49029 1.76251 6.73864 0.004
H -0.33292 5.52745 3.93273 0.000
H -0.40456 4.60694 2.41933 0.001
H 1.32516 6.69931 2.65573 0.000
H 1.81397 5.23980 1.79461 0.000
H 2.34127 5.88731 4.73639 0.000
H 3.55131 5.45941 3.52389 0.000
H 2.56662 3.50833 5.11513 0.000
H 2.74657 3.18762 3.37897 0.000
H -2.08903 0.51545 3.35811 0.027
H -2.43618 1.67506 2.09626 0.023
H -4.39900 0.91328 3.94848 0.000
H -4.36920 2.53804 3.26710 0.000
H -3.11146 1.65807 5.91350 0.000
H -4.19020 3.03135 5.64407 0.000
H -1.49170 3.52699 5.61146 0.008
H -2.50774 4.20938 4.33840 0.034
C 4.04795 0.03872 -1.83586 0.000
N 3.72438 0.80725 -3.03087 0.000
C 4.47319 0.41244 -4.22410 0.000
C 2.57619 1.48457 -3.10235 0.000
N 1.63868 1.31778 -2.12032 0.000
N 2.38891 2.32113 -4.14282 0.000
C 1.08514 2.86647 -4.50151 0.000
C 3.49988 3.07112 -4.73159 0.000
H 5.10982 -0.19493 -1.86329 0.000
H 3.47365 -0.88843 -1.79441 0.000
H 3.84735 0.60837 -0.93306 0.000
H 4.58906 -0.67135 -4.20144 0.000
H 5.46083 0.87270 -4.24508 0.000
H 3.92446 0.67524 -5.12256 0.000
H 0.81974 1.84714 -2.40893 0.000
H 0.28796 2.18101 -4.23679 0.000
H 1.06120 2.99520 -5.58331 0.000
H 0.91063 3.83199 -4.02903 0.000
H 4.42300 2.87574 -4.19647 0.000
H 3.27300 4.13382 -4.64009 0.000
H 3.63002 2.82808 -5.78661 0.000
Cl 1.82635 4.44526 -1.49510 0.000
Ge 1.84077 2.53951 -0.35106 0.000
Cl -0.61059 2.10741 -0.47277 0.000
Cl 2.18824 -0.77884 0.80325 0.000
```

Values from the calculation:
E_tot ... -165398.823 eV
Expectation value of S² ... 0.756
HOMO (alpha / beta) ... -12.36 / -12.36 eV
2S+1 ... 2
Charge ... +2
Molar mass ... 994.72 g mol⁻¹
Kohn-Sham gap (alpha / beta) ... 8.28 / 4.49 eV

# 2
This record from the OMol25 dataset describes a molecular structure, C36H25ClF6N4O6Pb. The level of theory is the ωB97M-V functional and the def2-TZVPD basis.

Structure (XYZ):
```
79
Properties=species:S:1:pos:R:3:lowdin_charge:R:1
Pb -0.36170 -0.20415 0.22550 1.610
C 2.73036 2.91405 -1.44035 -0.065
O 1.98084 3.79381 -2.28113 -0.081
C 0.60249 3.63557 -2.42792 -0.230
C -0.01130 4.89400 -2.78885 -0.018
C -1.31752 5.17040 -2.59232 -0.110
C -2.18117 4.30878 -1.84398 -0.073
C -1.76005 3.17668 -1.22108 -0.111
C -2.71196 2.52189 -0.31194 -0.110
N -2.54637 1.39654 0.26464 -0.099
N -3.59724 0.80300 0.86909 0.030
C -3.24115 0.13120 1.95989 -0.553
O -2.22294 0.32839 2.65945 -0.075
C -4.20506 -0.95845 2.34642 -0.143
C -3.68341 -2.12659 2.89462 -0.025
C -4.51930 -3.18962 3.20781 -0.097
C -5.89004 -3.08962 2.99705 -0.130
C -6.41621 -1.91650 2.46817 -0.118
C -5.57699 -0.86051 2.13656 -0.051
C -0.40245 2.63554 -1.46278 -0.326
O 0.25847 1.95464 -0.54400 -0.262
H 3.77379 3.08950 -1.70781 0.086
H 2.47687 1.87318 -1.59664 0.063
H 2.57487 3.15263 -0.38643 0.079
H 0.67702 5.66437 -3.12191 0.107
H -1.70211 6.13222 -2.91540 0.085
H -3.19845 4.64170 -1.65978 0.092
H -3.66839 3.04167 -0.18335 0.106
H -2.61120 -2.19343 3.03362 0.105
H -4.09925 -4.10428 3.61128 0.092
H -6.54366 -3.92131 3.23384 0.082
H -7.48497 -1.82899 2.30520 0.084
H -5.97413 0.04963 1.70589 0.097
Cl 2.60152 -7.28828 0.15544 0.550
C 1.63771 -5.82831 0.37197 -0.689
C 0.27593 -5.84025 0.01112 -0.131
C -0.49247 -4.73454 0.22980 -0.011
C 0.03060 -3.52254 0.81488 -0.406
O -0.74501 -2.59523 1.16958 -0.176
C 1.46021 -3.50918 1.03484 -0.133
C 2.20468 -2.35225 1.44457 -0.087
N 1.86212 -1.12210 1.32588 0.043
C 2.72467 -0.08858 1.69325 -0.198
C 4.09718 -0.14883 1.62589 -0.026
C 4.89687 0.96044 1.97254 -0.096
C 4.33691 2.13609 2.38141 -0.063
C 2.92668 2.25329 2.44366 -0.172
C 2.26137 3.44291 2.82092 -0.030
C 0.90017 3.47349 2.87595 -0.040
C 0.17488 2.31222 2.53086 -0.116
N 0.76398 1.20891 2.15890 0.049
C 2.11851 1.14842 2.10350 -0.160
C 2.20688 -4.69464 0.87109 -0.098
H -0.14862 -6.73566 -0.42700 0.091
H -1.54342 -4.72160 -0.03204 0.109
H 3.17630 -2.58125 1.90515 0.119
H 4.57072 -1.05201 1.26227 0.103
H 5.97526 0.86992 1.90783 0.094
H 4.95439 2.98159 2.66283 0.100
H 2.85236 4.32018 3.06132 0.107
H 0.37065 4.37308 3.16059 0.098
H -0.91041 2.27661 2.55817 0.099
H 3.26654 -4.68401 1.10383 0.101
C 0.30678 -2.37272 -3.84948 0.001
C 0.79535 -1.21707 -2.95426 -0.504
O 0.46413 -1.41333 -1.66762 -0.300
C 2.33971 -1.16983 -3.08889 -0.549
F 2.87597 -2.34999 -2.72202 0.129
F 2.77416 -0.94729 -4.35554 0.120
F 2.92515 -0.24504 -2.32029 0.143
C 0.16957 0.10723 -3.52256 -0.478
F -0.93442 2.54912 -3.91374 0.104
F 0.16214 0.09005 -4.89925 0.094
F -1.13881 0.10135 -3.16892 0.131
H 0.69600 -3.29755 -3.42774 0.086
H 0.62517 -2.26865 -4.88688 0.078
H -0.78146 -2.39348 -3.80428 0.091
O 0.78734 1.27541 -3.14428 0.133
C -0.02164 2.37792 -2.90661 -0.354
```

Values from the calculation:
E_tot ... -90059.199 eV
HOMO ... -1.79 eV
Charge ... -2
Molar mass ... 966.26 g mol⁻¹
Kohn-Sham gap ... 6.01 eV

# 3
This record from the OMol25 dataset describes 3 unconnected molecules or ions with the total composition C3H12O3 at a distorted geometry. The level of theory is the ωB97M-V functional and the def2-TZVPD basis.

Structure (XYZ):
```
18
Properties=species:S:1:pos:R:3:lowdin_charge:R:1
C -1.86509 3.31150 -1.08543 -0.192
O -0.79364 3.07937 -1.95317 -0.104
H -2.10287 4.35109 -0.85997 0.079
H -2.76817 2.85404 -1.48951 0.072
H -1.84644 2.85850 -0.09420 0.069
H -0.65909 2.15088 -2.15663 0.074
C 0.42572 -2.16855 3.36182 -0.154
O 1.32531 -1.68033 2.36519 -0.130
H 1.04066 -2.66717 4.11103 0.073
H -0.15873 -1.40107 3.86926 0.074
H -0.23696 -2.90864 2.91324 0.080
H 1.92873 -1.07357 2.80030 0.070
C 1.06456 -1.02615 -2.30793 -0.180
O 0.11385 -1.32141 -1.31751 -0.123
H 1.64100 -0.13221 -2.06986 0.078
H 1.81080 -1.81813 -2.37121 0.071
H 0.48752 -1.09701 -3.22994 0.083
H 0.59276 -1.31111 -0.48556 0.060
```

Values from the calculation:
E_tot ... -9446.236 eV
SMILES ... CO.CO.CO
HOMO ... -10.18 eV
Molar mass ... 96.13 g mol⁻¹
Kohn-Sham gap ... 10.80 eV